Record 1
The following is a quantum chemistry calculation of a cluster of 2 separate species, CH4IN4P in total in a non-equilibrium geometry, from the Open Molecules 2025 dataset.

Output
- orbital gap (eV) = 10.0
- SMILES = Pn1cnnn1.I
- DFT total energy (eV) = -24447.9071
- total charge = 0
- energy above the lowest of the compared OMol25 structures with the same formula, charge and spin (eV) = 1.465
- lowest unoccupied orbital energy (Ha) = 0.0125

Geometry as XYZ:
```
11
Properties=species:S:1:pos:R:3:forces:R:3:mulliken_charge:R:1
P -2.24365 -0.80095 1.01605 0.521 -0.099 0.852 -0.085
N -1.38413 0.44775 0.09906 0.369 0.343 0.518 0.135
C -0.49351 -0.07166 -0.78684 0.263 1.526 0.097 -0.095
N 0.67429 0.48408 -0.64139 -0.251 -0.254 0.501 -0.118
N 0.54982 1.29517 0.48251 -0.804 0.219 -0.588 -0.197
N -0.64520 1.29323 0.91932 0.763 -0.475 -0.717 -0.287
H -2.04511 -0.13806 2.26940 -0.570 0.025 -0.373 0.134
H -0.95043 -1.34874 1.25592 -0.459 -0.820 0.248 0.105
H -0.80024 -0.79995 -1.49726 0.111 -0.389 -0.531 0.422
I 3.82712 -0.83507 -1.51618 2.410 -9.455 0.562 -0.057
H 3.51105 0.47421 -1.60060 -2.354 9.378 -0.568 0.042
```
Positions in Å, forces in eV/Å.

---

Record 2
The following is a quantum chemistry calculation of a cluster of 2 separate species, CH4INO2S in total in a non-equilibrium geometry, from the Open Molecules 2025 dataset.

Output
- orbital gap (eV) = 8.6
- DFT total energy (eV) = -25620.7805
- total charge = 0
- energy above the lowest of the compared OMol25 structures with the same formula, charge and spin (eV) = 1.050
- lowest unoccupied orbital energy (Ha) = -0.0287

Geometry as XYZ:
```
10
Properties=species:S:1:pos:R:3:forces:R:3:mulliken_charge:R:1
C -1.59327 -0.52109 -0.82051 -0.717 0.744 0.868 -0.227
N -0.99543 -0.11786 0.21613 1.883 0.018 -0.553 -0.523
O 3.22560 3.61045 -1.52865 -0.860 -1.041 1.314 -0.438
O 1.50514 2.01672 -0.75252 -0.534 -0.814 1.103 -0.458
S 2.10189 2.44768 -1.97794 1.600 1.536 -0.283 0.506
I 0.58970 4.08935 -2.87429 -0.716 0.379 -0.569 0.017
H -2.15625 -0.01120 -1.60401 0.875 0.865 -0.364 0.228
H -0.50298 0.79302 0.19807 -1.435 0.012 -0.081 0.291
H -1.78157 -1.55324 -0.85282 -0.567 -1.625 0.110 0.243
H 2.99308 3.76593 -0.55709 0.471 -0.074 -1.544 0.362
```
Positions in Å, forces in eV/Å.

---

Record 3
The following is a quantum chemistry calculation of a cluster of 2 separate species, CH4INOS in total in a non-equilibrium geometry, from the Open Molecules 2025 dataset.

Output
- orbital gap (alpha / beta) (eV) = 7.7 / 7.7
- DFT total energy (eV) = -23568.2410
- total charge = 0
- energy above the lowest of the compared OMol25 structures with the same formula, charge and spin (eV) = 5.874
- lowest unoccupied orbital energy (alpha / beta) (Ha) = -0.0785 / -0.0786

Geometry as XYZ:
```
9
Properties=species:S:1:pos:R:3:forces:R:3:mulliken_charge:R:1
C 1.14839 0.08528 0.38947 -0.501 -1.943 0.517 -0.727
N -0.87520 0.93387 -1.22986 -1.522 3.333 -5.712 -0.403
O -0.70548 -2.29635 -0.42643 0.049 3.584 0.472 -0.463
S -0.61842 0.05315 -0.14924 1.968 -7.100 4.159 0.309
I -1.74603 0.65275 1.95967 -0.035 -0.004 0.044 0.015
H 1.05192 -0.49989 1.38338 0.468 1.165 -1.532 0.323
H 1.58884 -0.63450 -0.37005 -0.367 1.022 0.844 0.297
H 1.67544 1.05611 0.44643 -0.717 -0.463 -0.020 0.326
H -1.51945 0.64959 -2.00338 0.657 0.406 1.228 0.322
```
Positions in Å, forces in eV/Å.

---

Record 4
The following is a quantum chemistry calculation of an isolated molecule of CH4IOPS in a non-equilibrium geometry, from the Open Molecules 2025 dataset.

Output
- orbital gap (eV) = 8.7
- SMILES = C[P@](O)(=S)I
- DFT total energy (eV) = -31374.0182
- total charge = 0
- energy above the lowest of the compared OMol25 structures with the same formula, charge and spin (eV) = 1.731
- lowest unoccupied orbital energy (Ha) = -0.0250

Geometry as XYZ:
```
9
Properties=species:S:1:pos:R:3:forces:R:3:mulliken_charge:R:1
C 0.73943 0.51066 -0.76057 -1.935 -1.034 1.123 -1.020
P -0.59915 -0.55312 0.04150 0.304 0.214 3.173 0.552
O -0.03555 -0.16889 1.95795 -2.476 -1.380 -3.826 -0.590
S -0.77559 -2.46437 -0.31640 0.490 1.650 0.164 -0.310
I -2.75074 0.60061 -0.11950 0.588 -0.091 0.135 0.018
H 0.54225 1.60153 -0.53637 0.735 -1.428 0.232 0.332
H 1.48715 -0.13459 -0.22202 0.481 1.491 -1.067 0.397
H 0.61383 0.33856 -1.82939 0.553 -0.175 0.067 0.342
H 0.77837 0.26960 1.78481 1.260 0.753 0.000 0.278
```
Positions in Å, forces in eV/Å.

---

Record 5
The following is a quantum chemistry calculation of a structure of composition CH4IP in a non-equilibrium geometry, from the Open Molecules 2025 dataset.

Output
- orbital gap (alpha / beta) (eV) = 8.2 / 8.4
- DFT total energy (eV) = -18486.7697
- total charge = 0
- energy above the lowest of the compared OMol25 structures with the same formula, charge and spin (eV) = 4.753
- lowest unoccupied orbital energy (alpha / beta) (Ha) = -0.0263 / -0.0287

Geometry as XYZ:
```
7
Properties=species:S:1:pos:R:3:forces:R:3:mulliken_charge:R:1
C -0.80207 -0.61129 0.15919 1.446 0.710 2.968 -0.738
P -0.42106 0.99344 -0.56256 -0.854 0.364 -1.828 -0.062
I -2.74649 -1.24528 -0.16218 0.302 -0.176 0.171 0.109
H 0.04329 -1.30032 0.18340 -0.815 -0.390 -0.110 0.447
H -0.40514 -0.13302 2.06830 -0.802 -0.714 -2.936 0.113
H 0.96033 0.98327 -0.32016 0.294 -0.242 -0.275 0.058
H -0.47844 0.55950 -2.06107 0.428 0.447 2.010 0.073
```
Positions in Å, forces in eV/Å.

---

Record 6
The following is a quantum chemistry calculation of a structure of composition CH4MgO in a non-equilibrium geometry, from the Open Molecules 2025 dataset.

Output
- orbital gap (eV) = 7.4
- DFT total energy (eV) = -8593.1323
- total charge = 0
- energy above the lowest of the compared OMol25 structures with the same formula, charge and spin (eV) = 1.117
- lowest unoccupied orbital energy (Ha) = -0.0432

Geometry as XYZ:
```
7
Properties=species:S:1:pos:R:3:forces:R:3:mulliken_charge:R:1
O -1.79949 -1.58960 -0.76877 -0.371 1.617 -1.043 -0.815
Mg -0.32212 -1.52196 0.36251 -0.622 1.606 -1.379 0.913
H -1.93115 -0.71873 -1.30247 0.452 -2.487 1.581 0.247
C 0.54457 0.43974 -0.00840 1.173 -0.308 0.906 -1.236
H -0.10565 1.25359 0.35444 0.059 -0.432 -0.290 0.288
H 1.48448 0.52208 0.56377 -0.188 0.231 -0.115 0.323
H 0.84842 0.59571 -1.05900 -0.504 -0.228 0.341 0.280
```
Positions in Å, forces in eV/Å.

---

Record 7
The following is a quantum chemistry calculation of an isolated molecule of CH4N2 in a non-equilibrium geometry, from the Open Molecules 2025 dataset.

Output
- orbital gap (eV) = 9.9
- SMILES = [H]/N=C\N
- DFT total energy (eV) = -4080.8140
- total charge = 0
- energy above the lowest of the compared OMol25 structures with the same formula, charge and spin (eV) = 2.068
- lowest unoccupied orbital energy (Ha) = 0.0271

Geometry as XYZ:
```
7
Properties=species:S:1:pos:R:3:forces:R:3:mulliken_charge:R:1
H 0.12057 1.77709 0.75711 -0.368 -1.438 0.530 0.168
N -0.14005 0.87027 1.25892 -0.495 0.258 -2.937 -0.528
C -0.28429 -0.15094 0.43146 1.506 0.276 5.920 0.085
N -0.01818 -0.38911 -0.82943 2.150 -3.166 -5.075 -0.462
H -0.40148 -1.06641 1.06777 -0.451 0.390 -1.036 0.238
H 0.45374 -1.39055 -1.21766 -2.166 3.685 2.047 0.271
H 0.26968 0.34965 -1.46817 -0.175 -0.004 0.551 0.227
```
Positions in Å, forces in eV/Å.

---

Record 8
The following is a quantum chemistry calculation of the ion CH4N2 with charge +1 in a non-equilibrium geometry, from the Open Molecules 2025 dataset.

Output
- orbital gap (alpha / beta) (eV) = 12.8 / 8.3
- multiplicity = 2
- DFT total energy (eV) = -4072.2428
- ⟨S²⟩ = 0.77
- total charge = +1
- energy above the lowest of the compared OMol25 structures with the same formula, charge and spin (eV) = 0.458
- lowest unoccupied orbital energy (alpha / beta) (Ha) = -0.1912 / -0.3389

Geometry as XYZ:
```
7
Properties=species:S:1:pos:R:3:forces:R:3:lowdin_spin:R:1
N 0.95867 0.01737 -0.40708 -1.423 0.989 -2.055 0.242
C -0.23932 0.16721 0.19236 2.617 0.959 0.552 0.081
N -0.91982 -0.81296 0.70829 0.316 -0.109 0.109 0.637
H 1.34369 -0.87324 -0.74109 -0.448 0.016 0.345 0.003
H 1.10514 0.81416 -1.09344 0.623 -1.025 1.373 0.003
H -0.36779 1.23224 0.47640 -0.839 -0.519 -0.373 0.012
H -1.88058 -0.54477 0.86455 -0.846 -0.310 0.048 0.023
```
Positions in Å, forces in eV/Å.

---

Record 9
The following is a quantum chemistry calculation of an isolated molecule of CH4N2O in a non-equilibrium geometry, from the Open Molecules 2025 dataset.

Output
- orbital gap (eV) = 10.7
- SMILES = NNC=O
- DFT total energy (eV) = -6127.9713
- total charge = 0
- energy above the lowest of the compared OMol25 structures with the same formula, charge and spin (eV) = 2.536
- lowest unoccupied orbital energy (Ha) = 0.0325

Geometry as XYZ:
```
8
Properties=species:S:1:pos:R:3:forces:R:3:mulliken_charge:R:1
N 1.21184 -0.48757 -0.07736 1.347 -4.375 1.532 -0.630
N 0.26028 0.47268 0.12512 0.545 2.841 -0.019 0.001
C -1.05626 0.26531 0.02245 -1.313 3.447 -0.872 0.134
O -1.69468 -0.73172 0.05366 -0.379 -1.761 0.113 -0.489
H 1.52855 -1.08551 0.88015 -1.447 2.425 -3.023 0.269
H 0.79531 -1.26743 -0.69686 0.746 1.716 1.196 0.274
H 0.48537 1.51294 -0.08155 0.170 -2.766 0.378 0.271
H -1.53042 1.32130 -0.22561 0.332 -1.529 0.695 0.169
```
Positions in Å, forces in eV/Å.

---

Record 10
The following is a quantum chemistry calculation of an isolated molecule of CH4N2O in a non-equilibrium geometry, from the Open Molecules 2025 dataset.

Output
- orbital gap (eV) = 10.7
- SMILES = NC(N)=O
- DFT total energy (eV) = -6129.8431
- total charge = 0
- energy above the lowest of the compared OMol25 structures with the same formula, charge and spin (eV) = 0.665
- lowest unoccupied orbital energy (Ha) = 0.0292

Geometry as XYZ:
```
8
Properties=species:S:1:pos:R:3:forces:R:3:mulliken_charge:R:1
N 0.52047 -1.09164 0.53390 -1.597 1.462 0.920 -0.407
C -0.13282 -0.04590 -0.11033 2.117 1.334 -1.952 0.578
N 0.03203 1.15984 0.55486 -0.100 -0.641 1.230 -0.394
O -0.54289 -0.04816 -1.24744 -0.654 -0.665 -0.078 -0.563
H 0.24713 -0.99571 1.49558 0.994 -1.153 0.435 0.209
H 1.11852 -1.77730 0.12358 -0.375 -0.223 -0.108 0.202
H 0.61722 1.17761 1.37252 -0.090 0.101 -0.075 0.179
H -0.39521 2.02384 0.28482 -0.294 -0.216 -0.372 0.195
```
Positions in Å, forces in eV/Å.

---

Record 11
The following is a quantum chemistry calculation of an isolated molecule of CH4N2O in a non-equilibrium geometry, from the Open Molecules 2025 dataset.

Output
- orbital gap (eV) = 10.4
- SMILES = [H]/N=N/CO
- DFT total energy (eV) = -6126.2995
- total charge = 0
- energy above the lowest of the compared OMol25 structures with the same formula, charge and spin (eV) = 4.208
- lowest unoccupied orbital energy (Ha) = 0.0277

Geometry as XYZ:
```
8
Properties=species:S:1:pos:R:3:forces:R:3:mulliken_charge:R:1
H -0.02923 2.40363 0.69634 1.326 3.116 1.036 0.216
N -0.18513 1.47706 0.50765 -2.576 -2.204 -0.839 -0.348
N 0.80408 0.79453 0.42503 -1.234 -3.205 -1.073 -0.034
C 0.35401 -0.66119 -0.13059 0.573 -1.067 -2.453 -0.222
O -1.05744 -1.34736 -0.42610 3.021 2.924 1.666 -0.462
H 0.95180 -1.43072 0.33224 -0.126 0.008 0.840 0.291
H 0.78751 -0.64565 -1.16959 -0.395 0.478 0.909 0.254
H -1.62560 -0.59030 -0.23498 -0.589 -0.050 -0.086 0.305
```
Positions in Å, forces in eV/Å.

---

Record 12
The following is a quantum chemistry calculation of an isolated molecule of CH4N2O2 in a non-equilibrium geometry, from the Open Molecules 2025 dataset.

Output
- orbital gap (eV) = 10.1
- SMILES = O/N=C/NO
- DFT total energy (eV) = -8171.8907
- total charge = 0
- energy above the lowest of the compared OMol25 structures with the same formula, charge and spin (eV) = 4.795
- lowest unoccupied orbital energy (Ha) = 0.0223

Geometry as XYZ:
```
9
Properties=species:S:1:pos:R:3:forces:R:3:mulliken_charge:R:1
O -2.30486 -0.23234 -0.00033 0.498 3.720 2.017 -0.382
N -0.87328 -0.50249 -0.11511 -0.985 1.472 0.180 -0.184
C -0.13331 0.53176 -0.03697 -1.395 1.669 1.512 0.062
N 1.26474 0.61505 0.06349 1.087 0.630 -2.816 -0.204
O 1.95973 -0.61964 -0.04172 0.541 -0.281 3.371 -0.403
H -2.55278 0.80536 0.52329 1.599 -4.398 -2.326 0.327
H -0.50704 1.61256 0.26766 0.153 -2.037 -1.024 0.138
H 1.61643 1.13797 -0.82330 -0.781 -0.712 2.123 0.286
H 2.26413 -0.71851 0.95185 -0.717 -0.063 -3.038 0.360
```
Positions in Å, forces in eV/Å.